1.
9 unconnected molecules or ions with the total composition C24H55N4O11PS. Source: the Open Molecules 2025 dataset; level of theory: ωB97M-V/def2-TZVPD.

Last column: Mulliken charge in e.
Positions of all 96 atoms, in Å:
1 C -1.731 -0.949 1.997  -0.870
2 C -1.206 -0.093 0.673  0.200
3 C -1.989 1.256 0.148  0.255
4 P -3.565 1.992 0.951  0.818
5 N -3.835 1.523 2.476  -0.687
6 O -4.925 1.420 -0.015  -0.464
7 O -3.498 3.767 0.991  -0.487
8 C -1.410 2.076 -1.190  -0.400
9 C -0.041 1.492 -1.903  0.000
10 N 0.471 2.306 -3.110  -0.504
11 C 1.317 3.277 -2.559  0.727
12 O 2.138 4.092 -1.842  -0.555
13 C 0.798 0.169 -1.417  0.498
14 N 2.083 -0.382 -2.016  -0.550
15 S 2.423 -1.765 -0.995  0.326
16 N 1.089 -1.747 0.135  -0.419
17 C 0.150 -0.587 -0.111  0.224
18 H -1.204 -0.637 2.996  0.262
19 H -1.400 -2.075 1.793  0.336
20 H -2.897 -0.965 2.101  0.177
21 H -4.756 1.026 2.441  0.181
22 H -4.875 0.402 0.042  0.374
23 H -2.794 4.087 0.352  0.323
24 H -1.931 3.056 -1.585  0.193
25 C -7.520 -1.945 4.630  -0.912
26 C -7.101 -0.689 3.895  -0.295
27 O -6.258 -1.024 2.803  -0.441
28 H -6.642 -2.487 4.998  0.270
29 H -8.166 -1.703 5.479  0.371
30 H -8.057 -2.625 3.960  0.162
31 H -6.546 -0.022 4.562  0.318
32 H -7.972 -0.148 3.514  0.288
33 H -6.763 -1.609 2.212  0.257
34 C -6.927 -0.724 -3.942  -1.048
35 C -7.240 -0.140 -2.580  -0.317
36 O -6.048 -0.022 -1.818  -0.416
37 H -6.458 -1.709 -3.840  0.263
38 H -7.836 -0.826 -4.541  0.338
39 H -6.218 -0.089 -4.483  0.341
40 H -7.931 -0.790 -2.035  0.285
41 H -7.697 0.850 -2.673  0.274
42 H -5.444 0.563 -2.306  0.249
43 C 0.182 7.252 -4.539  -0.959
44 C -0.492 7.207 -3.183  -0.206
45 O -1.417 6.130 -3.136  -0.500
46 H -0.562 7.373 -5.334  0.267
47 H 0.894 8.080 -4.593  0.324
48 H 0.713 6.316 -4.739  0.284
49 H -1.040 8.135 -2.996  0.289
50 H 0.243 7.073 -2.384  0.247
51 H -0.919 5.310 -3.295  0.250
52 C 6.414 -4.817 0.730  -0.857
53 C 5.509 -4.287 -0.363  -0.295
54 O 4.191 -4.121 0.138  -0.467
55 H 6.043 -5.775 1.107  0.065
56 H 7.434 -4.955 0.359  0.368
57 H 6.439 -4.128 1.581  0.319
58 H 5.470 -4.989 -1.201  0.305
59 H 5.867 -3.323 -0.736  0.277
60 H 4.235 -3.490 0.876  0.294
61 C 6.042 5.439 -1.676  -0.963
62 C 5.873 4.994 -3.114  -0.130
63 O 5.012 3.866 -3.174  -0.478
64 H 6.457 4.629 -1.068  0.197
65 H 6.706 6.305 -1.612  0.321
66 H 5.074 5.704 -1.236  0.397
67 H 6.838 4.709 -3.542  0.187
68 H 5.446 5.794 -3.725  0.256
69 H 4.155 4.131 -2.798  0.234
70 C 9.639 3.489 -1.566  -1.007
71 C 10.058 4.745 -2.301  -0.121
72 O 10.900 4.409 -3.394  -0.532
73 H 10.516 2.947 -1.199  0.314
74 H 8.992 3.731 -0.718  0.280
75 H 9.102 2.809 -2.236  0.317
76 H 10.613 5.411 -1.634  0.316
77 H 9.187 5.286 -2.683  0.128
78 H 10.396 3.824 -3.984  0.307
79 C 3.876 -6.252 3.720  -0.864
80 C 3.675 -7.358 2.705  -0.186
81 O 2.579 -7.045 1.857  -0.535
82 H 2.973 -6.115 4.324  0.305
83 H 4.715 -6.479 4.384  0.307
84 H 4.071 -5.298 3.219  0.182
85 H 3.458 -8.305 3.208  0.309
86 H 4.569 -7.491 2.088  0.178
87 H 2.785 -6.207 1.409  0.308
88 C -8.036 -5.915 4.028  -0.950
89 C -6.538 -5.691 3.983  -0.233
90 O -6.074 -5.262 5.255  -0.506
91 H -8.554 -4.995 4.316  0.213
92 H -8.410 -6.242 3.054  0.297
93 H -8.292 -6.672 4.777  0.357
94 H -6.289 -4.918 3.250  0.224
95 H -6.012 -6.610 3.709  0.328
96 H -6.293 -5.958 5.897  0.290

Atoms 1-3, force components in eV/Å:
0.624 -1.147 -1.102
-0.634 2.360 -1.101
3.952 -1.481 -2.111

Its gap between HOMO and LUMO is 6.666 eV. Its structure (SMILES) is Cc1c(P(=N)(O)O)cc(N=C=O)c2nsnc12.CCO.CCO.CCO.CCO.CCO.CCO.CCO.CCO. For the lowest unoccupied orbital energy, the calculation gives -2.11 eV.

2.
A gas-phase ion, C6H5ClNO5P (charge -2). Source: the Open Molecules 2025 dataset; level of theory: ωB97M-V/def2-TZVPD.

Last column: Mulliken charge in e.
Positions of all 19 atoms, in Å:
1 O 2.909 -0.695 2.221  -0.742
2 N 2.330 0.285 1.646  1.209
3 O 2.080 1.249 2.336  -0.738
4 C 1.849 0.112 0.384  0.504
5 P 3.193 0.955 -0.841  0.766
6 O 4.519 0.250 -0.558  -0.750
7 O 2.556 0.552 -2.086  -0.725
8 O 2.972 2.405 -0.420  -0.776
9 C 0.716 0.957 0.179  -0.675
10 C -0.641 0.323 0.246  -0.704
11 C -0.753 -0.963 0.048  -0.257
12 C 0.424 -1.792 -0.216  -0.720
13 C 1.704 -1.256 -0.064  0.218
14 Cl 2.957 -2.428 -0.295  -0.218
15 H 0.751 1.480 -0.940  0.348
16 H 0.772 1.840 0.927  0.378
17 H -1.443 1.082 0.436  0.252
18 H -1.703 -1.453 0.120  0.372
19 H 0.145 -2.690 -0.810  0.259

Atoms 1-3, force components in eV/Å:
-0.165 0.906 -1.334
1.312 -3.292 5.135
0.089 1.543 0.000

As for the net charge: -2. Its gap between HOMO and LUMO is 6.233 eV. Its structure (SMILES) is O=[N+]([O-])[C@]1(P(=O)([O-])[O-])CC=CC=C1Cl. For the lowest unoccupied orbital energy, the calculation gives 5.83 eV. The value obtained for the energy above the lowest of the compared OMol25 structures with the same formula, charge and spin is 16.9 kJ/mol.

3.
A molecular structure, C24H36LuNO5P2S. Source: the Open Molecules 2025 dataset; level of theory: ωB97M-V/def2-TZVPD.

Last column: Mulliken charge in e.
Positions of all 70 atoms, in Å:
1 C -0.520 3.815 -1.176  -1.158
2 C -0.874 2.498 -0.791  1.261
3 N -0.088 1.821 0.148  -0.145
4 C 0.941 2.490 0.729  0.821
5 C 1.263 3.799 0.408  -0.900
6 C 0.540 4.470 -0.578  -0.481
7 C -2.028 1.916 -1.361  -1.513
8 P -2.687 0.322 -0.979  1.296
9 Lu -0.595 -0.428 0.752  1.045
10 P 2.092 0.020 1.373  1.106
11 C 1.759 1.779 1.807  -1.148
12 C -1.001 -2.519 -0.360  1.141
13 C -1.432 -3.421 0.707  -0.751
14 C -0.482 -4.010 1.503  -0.256
15 C 0.892 -3.789 1.294  -0.844
16 C 1.342 -2.961 0.259  -0.039
17 C 0.420 -2.308 -0.579  -0.932
18 O -1.882 1.038 -5.358  -0.606
19 O 2.878 -1.318 -2.557  -0.520
20 H -1.127 4.283 -1.946  0.420
21 H 2.095 4.270 0.933  0.423
22 H 0.806 5.480 -0.865  0.412
23 C -4.234 0.561 -0.038  -1.404
24 C -3.216 -0.467 -2.537  -1.255
25 H 2.733 2.278 1.928  0.497
26 H 1.232 1.823 2.779  0.121
27 H -2.067 0.722 -6.217  0.280
28 H -2.473 2.478 -2.192  0.181
29 C 2.760 -0.610 2.939  -1.272
30 C 3.559 0.171 0.315  -1.400
31 H -2.501 -3.622 0.825  0.387
32 H -0.790 -4.689 2.308  0.375
33 H 1.614 -4.304 1.928  0.392
34 H 2.414 -2.842 0.072  0.428
35 H 0.766 -1.777 -1.472  0.683
36 H -1.608 -1.513 -0.354  -0.465
37 H 3.187 -2.079 -3.085  0.270
38 H 2.664 -0.655 -3.177  0.254
39 H -0.925 1.197 -5.342  0.306
40 H -1.695 -2.284 -1.175  -0.563
41 H -5.073 0.121 -0.592  0.479
42 H -4.141 0.083 0.946  0.285
43 H -4.401 1.636 0.104  0.333
44 H -4.314 -0.445 -2.585  0.433
45 H -2.787 0.051 -3.408  0.146
46 H -2.884 -1.515 -2.541  0.401
47 H 4.460 0.321 0.927  0.417
48 H 3.661 -0.736 -0.292  0.302
49 H 3.439 1.013 -0.378  0.341
50 H 3.752 -0.177 3.129  0.499
51 H 2.080 -0.381 3.771  0.115
52 H 2.845 -1.701 2.858  0.376
53 C 0.871 1.974 8.089  -1.458
54 C 0.214 1.333 6.901  1.036
55 C 0.043 -0.054 6.879  -0.706
56 C -0.590 -0.673 5.810  -0.660
57 C -1.064 0.107 4.750  -0.055
58 C -0.885 1.493 4.741  -0.464
59 C -0.244 2.094 5.822  -0.683
60 S -1.694 -0.760 3.351  1.440
61 O -0.417 -1.349 2.762  -0.249
62 O -2.708 -1.711 3.690  -0.719
63 O -2.085 0.269 2.298  -0.678
64 H 0.277 1.820 8.999  0.331
65 H 1.859 1.537 8.275  0.334
66 H 0.989 3.049 7.937  0.347
67 H 0.410 -0.657 7.712  0.379
68 H -0.726 -1.754 5.791  0.418
69 H -1.248 2.086 3.903  0.505
70 H -0.098 3.176 5.832  0.310

Atoms 1-3, force components in eV/Å:
1.004 1.135 0.153
-1.005 -1.357 -0.006
0.004 0.094 0.044

Its gap between HOMO and LUMO is 5.494 eV. For the lowest unoccupied orbital energy, the calculation gives 0.17 eV. The value obtained for the energy above the lowest of the compared OMol25 structures with the same formula, charge and spin is 0.0 kJ/mol.